One molecule with the formula C4H9N3 at a distorted geometry. Source: OMol25; level of theory: wB97M-V/def2-TZVPD.

Calculated values
- LUMO level: 1.06 eV
- DFT total energy: -322.063298 a.u.
- Highest occupied orbital energy: -8.9888 eV
- SMILES: C/N=C(C)/N=C\N
- Total charge: 0
- Energy relative to the best compared isomer or geometry (same formula, charge and spin): 16.98 kcal per mole

CARTESIAN COORDINATES (ANGSTROEM)
1 N 1.5812 0.3400 0.2977
2 N -0.3986 0.2207 -0.8647
3 N 0.2493 2.1980 1.0270
4 C 0.4853 -0.3635 -0.1260
5 C 0.4311 -1.7868 0.3629
6 C -1.5442 -0.5638 -1.3002
7 C 1.4053 1.5064 0.8154
8 H -0.5037 1.8549 0.4266
9 H 0.3303 3.2073 0.9935
10 H 0.1061 -2.4633 -0.4304
11 H -2.0521 -1.0543 -0.4636
12 H 2.2897 2.0626 1.1700
13 H 1.4162 -2.1098 0.7121
14 H -0.2718 -1.8443 1.1994
15 H -1.2521 -1.3083 -2.0480
16 H -2.2721 0.1042 -1.7717